Entry from OMol25: a cluster of 16 separate species, C3H38N2O16 in total at a distorted geometry (wB97M-V/def2-TZVPD).

## Properties
- F_max: 2.78 eV/Å
- HOMO level: -0.363 Eh
- Frontier orbital gap: 9.9 eV
- Calculated total energy: -39469.28897 eV
- ΔE to the lowest compared entry with this formula, charge and spin: 2.450 eV

Last column: Mulliken charge in e.
Atoms and positions in Å:
O: 1.403 1.976 -0.287  -0.87
H: 1.462 -0.065 -3.517  0.45
H: 0.246 -2.745 2.522  0.44
H: -0.057 0.293 -0.506  -0.51
H: -0.544 1.984 3.066  0.27
H: -0.533 -2.197 -4.251  0.33
O: -2.679 -2.547 2.274  -0.67
O: -1.748 1.138 -2.231  -0.73
H: -2.133 3.211 -0.230  0.43
H: -2.715 2.381 0.980  0.33
H: 3.743 -1.989 -0.158  0.27
O: -2.242 -2.010 -1.519  -0.61
O: -0.562 3.720 0.282  -0.74
H: 0.220 -1.146 3.642  0.32
H: -0.955 -2.725 -0.623  0.22
H: -2.353 -1.877 1.637  0.31
O: 0.016 -2.613 -0.465  -0.59
H: 3.256 -2.790 1.437  0.32
H: 0.403 1.416 1.841  0.31
H: -1.933 -2.316 -2.395  0.39
H: 0.867 -0.813 -2.359  0.30
H: 0.884 4.193 -1.138  0.32
N: 0.833 -0.140 -0.233  2.28
O: -0.098 -3.520 2.059  -0.79
H: 0.079 2.995 0.122  0.52
O: 0.166 1.425 2.760  -0.60
H: -3.287 2.387 2.485  0.21
H: 2.810 -0.586 2.389  0.18
H: 0.129 -3.164 0.329  0.34
N: 2.914 0.637 0.762  -0.08
O: 0.942 3.983 -2.074  -0.68
O: -1.275 -0.100 1.141  -0.71
H: -3.222 -2.086 2.918  0.30
H: -0.954 1.524 -2.630  0.33
O: -2.638 1.955 1.929  -0.65
O: -0.578 -2.867 -3.535  -0.73
H: -1.585 -0.560 0.363  0.20
C: 3.114 -1.933 0.781  -0.74
H: 4.431 -0.545 1.540  0.41
H: -1.916 0.656 1.317  0.40
H: -0.999 -3.600 2.367  0.30
H: 1.824 1.609 -2.073  0.19
H: -0.238 -0.881 2.217  0.39
O: 1.195 -0.989 -3.243  -0.73
H: -2.773 2.239 -1.002  0.46
H: -0.449 4.224 1.090  0.26
H: -1.551 0.194 -2.295  0.26
H: 2.149 -2.072 0.337  0.09
C: 1.703 0.813 0.144  -0.31
O: 0.468 -1.344 2.737  -0.53
C: 3.363 -0.595 1.410  -0.40
H: 0.044 3.665 -2.214  0.34
H: 1.573 2.517 -3.119  0.37
O: 1.460 1.556 -2.974  -0.75
O: -3.081 2.943 -0.383  -0.76
H: 3.580 1.408 0.686  0.33
H: -3.086 -2.427 -1.347  0.24
H: 0.017 -2.682 -2.799  0.29
H: 0.890 -1.117 0.035  -0.51



Entry from OMol25: a structure of composition C3H3AlO3 at a distorted geometry (wB97M-V/def2-TZVPD).

## Properties
- F_max: 8.30 eV/Å
- HOMO level (alpha / beta): -1.174 / -1.113 Eh
- Frontier orbital gap (alpha / beta): 8.5 / 3.9 eV
- Calculated total energy: -15829.18414 eV
- ΔE to the lowest compared entry with this formula, charge and spin: 3.253 eV
- Total charge: +4

Last column: Mulliken charge in e.
Atoms and positions in Å:
H: -0.937 0.886 -1.401  0.38
O: 2.169 -1.608 1.357  0.05
H: -2.201 1.294 0.492  0.49
O: -0.582 -0.295 0.517  0.04
Al: 2.308 1.518 0.613  1.58
C: -1.665 0.244 0.537  0.60
O: 2.098 -0.122 -0.222  -0.33
H: -1.823 -0.827 -1.327  0.37
C: -1.453 0.089 -0.860  0.05
C: 2.086 -1.178 0.292  0.76



Entry from OMol25: a structure of composition C3H3AuLiO4 at a distorted geometry (wB97M-V/def2-TZVPD).

## Properties
- F_max: 6.29 eV/Å
- HOMO level (alpha / beta): -0.927 / -0.928 Eh
- Frontier orbital gap (alpha / beta): 9.6 / 5.4 eV
- Calculated total energy: -15205.02016 eV
- ΔE to the lowest compared entry with this formula, charge and spin: 0.356 eV
- Total charge: +3
- Expectation value of S²: 2.02
- Spin multiplicity: 3

Last column: Mulliken charge in e.
Atoms and positions in Å:
O: -1.189 1.423 -1.486  -0.32
O: 1.259 -0.268 1.573  -0.12
H: 3.129 0.140 0.915  0.48
C: -0.753 0.734 -0.552  1.01
O: 0.331 -0.026 -1.029  -0.30
C: 2.041 0.087 0.719  0.30
Li: -0.430 0.506 2.131  0.94
H: 2.344 -0.117 -1.373  0.41
Au: -0.620 -0.344 -2.644  0.95
H: 1.824 1.475 -0.846  0.42
O: -1.410 0.547 0.469  -0.54
C: 1.649 0.397 -0.697  -0.24



Entry from OMol25: a structure of composition C3H3BiO2 at a distorted geometry (wB97M-V/def2-TZVPD).

## Properties
- F_max: 5.83 eV/Å
- HOMO level: -0.667 Eh
- Frontier orbital gap: 4.4 eV
- Calculated total energy: -13069.55839 eV
- ΔE to the lowest compared entry with this formula, charge and spin: 0.677 eV
- Total charge: +2

Last column: Mulliken charge in e.
Atoms and positions in Å:
O: 1.241 -1.048 0.174  -0.27
Bi: 2.106 0.709 -0.630  1.62
C: -1.808 0.589 0.054  0.14
O: -0.862 -0.451 0.275  -0.12
C: 0.413 -0.138 0.401  0.39
H: -3.836 1.067 -0.058  0.27
C: -3.071 0.315 -0.250  -0.58
H: -1.465 1.556 0.431  0.28
H: -3.385 -0.683 -0.560  0.28



Entry from OMol25: the molecule C3H3Br at a distorted geometry (wB97M-V/def2-TZVPD).

## Properties
- F_max: 4.47 eV/Å
- HOMO level (alpha / beta): -0.324 / -0.324 Eh
- Frontier orbital gap (alpha / beta): 7.5 / 7.5 eV
- Calculated total energy: -73197.67686 eV
- ΔE to the lowest compared entry with this formula, charge and spin: 2.301 eV

Last column: Mulliken charge in e.
Atoms and positions in Å:
H: -0.258 -1.599 -0.055  0.24
C: 1.255 0.887 0.487  -0.19
H: -1.370 -0.472 -1.070  0.29
C: -0.050 0.639 -0.135  0.05
C: -0.639 -0.586 -0.387  -0.56
Br: 1.646 -0.430 1.764  -0.06
H: -0.584 1.561 -0.604  0.24



Entry from OMol25: a structure of composition C3H3Br2F at a distorted geometry (wB97M-V/def2-TZVPD).

## Properties
- F_max: 3.74 eV/Å
- HOMO level (alpha / beta): -0.323 / -0.304 Eh
- Frontier orbital gap (alpha / beta): 8.2 / 7.0 eV
- Calculated total energy: -145957.35368 eV
- ΔE to the lowest compared entry with this formula, charge and spin: 3.431 eV

Last column: Mulliken charge in e.
Atoms and positions in Å:
H: -1.706 -0.780 0.989  0.28
F: -1.106 1.184 1.508  -0.20
C: -1.201 0.203 0.669  0.06
H: -0.839 -0.660 -1.147  0.31
C: 1.292 -0.364 -0.623  0.04
H: -0.169 0.979 -1.043  0.39
Br: 1.901 -1.857 0.495  -0.11
C: -0.438 0.075 -0.490  -0.72
Br: 2.265 1.221 -0.358  -0.06



Entry from OMol25: the molecule C3H3Br2N at a distorted geometry (wB97M-V/def2-TZVPD).

## Properties
- F_max: 5.73 eV/Å
- Structure (SMILES): N#C[C@H](Br)CBr
- HOMO level: -0.397 Eh
- Frontier orbital gap: 11.0 eV
- Calculated total energy: -144733.37714 eV
- ΔE to the lowest compared entry with this formula, charge and spin: 0.624 eV

Last column: Mulliken charge in e.
Atoms and positions in Å:
N: 0.113 2.756 0.007  -0.34
H: 0.451 -0.164 1.467  0.33
C: 0.519 -0.050 0.383  -0.05
Br: 2.331 -0.434 -0.164  -0.04
H: -0.599 -1.850 0.117  0.36
C: 0.231 1.648 0.222  0.11
C: -0.505 -0.868 -0.354  -0.64
H: -0.257 -0.989 -1.407  0.39
Br: -2.284 -0.051 -0.271  -0.12



Entry from OMol25: a cluster of 2 separate species, C3H3Br2N2O2 in total at a distorted geometry (wB97M-V/def2-TZVPD).

## Properties
- F_max: 4.97 eV/Å
- HOMO level: -0.514 Eh
- Frontier orbital gap: 7.9 eV
- Calculated total energy: -150308.57800 eV
- ΔE to the lowest compared entry with this formula, charge and spin: 0.000 eV
- Total charge: +1

Last column: Mulliken charge in e.
Atoms and positions in Å:
Br: 0.277 1.512 -3.324  0.20
C: 0.576 -1.001 0.585  -0.30
C: -0.300 0.618 -0.692  0.62
H: -1.872 1.382 0.476  0.35
C: -0.509 -0.252 1.397  0.39
H: 1.023 -0.650 -1.565  0.23
O: -0.754 -0.236 2.552  -0.41
O: -0.581 1.497 -1.669  -0.43
H: 1.695 -0.431 1.768  0.34
Br: 0.813 -2.807 0.733  0.05
N: -0.974 0.738 0.432  -0.07
N: 0.606 -0.371 -0.693  0.02



- Which formula does entry 4 have?
  C3H3BiO2